(1)
{"formula": "C19H41BIN3O7P2", "method": "ωB97M-V/def2-TZVPD", "elements": ["O", "N", "O", "C", "B", "P", "O", "O", "P", "O", "I", "H", "H", "H", "H", "H", "C", "C", "C", "C", "C", "C", "N", "O", "C", "C", "C", "H", "H", "H", "H", "H", "H", "H", "H", "H", "H", "H", "H", "H", "H", "H", "H", "H", "H", "C", "C", "C", "C", "C", "C", "N", "O", "C", "C", "C", "H", "H", "H", "H", "H", "H", "H", "H", "H", "H", "H", "H", "H", "H", "H", "H", "H", "H"], "coordinates": [[0.755, 2.308, -1.733], [0.090, 1.317, -1.454], [-1.010, 1.222, -2.227], [-1.749, 2.500, -2.275], [-3.348, 2.352, -2.654], [-4.275, 3.935, -3.322], [-4.943, 4.642, -1.835], [-2.990, 5.036, -3.777], [-4.395, 0.739, -2.459], [-4.700, 0.402, -0.768], [-6.636, 1.328, -3.409], [-1.704, 3.116, -1.264], [-1.271, 3.169, -3.140], [-4.207, 4.443, -1.154], [-2.499, 5.199, -2.896], [-4.310, 1.184, -0.244], [-3.800, -6.207, 2.543], [-4.340, -4.779, 2.829], [-5.607, -4.541, 1.969], [-5.283, -4.369, 0.487], [-4.257, -3.261, 0.278], [-2.984, -3.393, 1.156], [-3.280, -3.741, 2.586], [-3.696, -2.559, 3.228], [-2.022, -4.456, 0.565], [-2.172, -2.060, 1.003], [-4.751, -4.858, 4.336], [-4.477, -6.970, 2.950], [-3.720, -6.446, 1.484], [-2.821, -6.364, 3.009], [-6.141, -3.648, 2.320], [-6.308, -5.378, 2.086], [-4.920, -5.307, 0.056], [-6.202, -4.120, -0.058], [-3.981, -3.231, -0.784], [-4.752, -2.303, 0.488], [-1.163, -4.620, 1.227], [-1.621, -4.131, -0.405], [-2.492, -5.417, 0.368], [-2.765, -1.174, 1.257], [-1.843, -1.917, -0.034], [-1.274, -2.066, 1.633], [-3.874, -5.031, 4.972], [-5.451, -5.683, 4.514], [-5.260, -3.951, 4.688], [6.059, 2.091, 1.412], [6.607, 2.730, 0.107], [6.237, 4.236, 0.092], [4.748, 4.470, -0.148], [4.285, 3.775, -1.424], [4.677, 2.275, -1.515], [6.096, 2.004, -1.107], [6.920, 2.366, -2.190], [3.726, 1.410, -0.646], [4.353, 1.797, -2.973], [8.156, 2.584, 0.270], [6.615, 2.453, 2.287], [5.020, 2.340, 1.624], [6.160, 1.001, 1.395], [6.808, 4.758, -0.688], [6.524, 4.706, 1.042], [4.157, 4.125, 0.706], [4.559, 5.546, -0.232], [3.196, 3.886, -1.511], [4.714, 4.320, -2.276], [4.051, 0.363, -0.633], [2.704, 1.424, -1.046], [3.632, 1.753, 0.382], [4.851, 2.406, -3.736], [3.278, 1.870, -3.181], [4.646, 0.750, -3.122], [8.449, 1.528, 0.289], [8.500, 3.035, 1.209], [8.719, 3.085, -0.528]], "atomic_forces_ev_per_a": [[-1.8, -2.3, 1.4], [3.1, 2.4, -1.3], [-2.0, 0.8, 1.0], [-0.5, 1.6, -1.9], [1.2, 0.6, 1.6], [0.0, 2.1, -0.2], [3.4, -1.9, -0.3], [-0.5, -1.2, 3.4], [-0.7, -1.1, 1.0], [1.7, 2.7, -1.1], [0.5, 0.0, 0.5], [0.2, -1.3, -1.8], [-0.9, -1.2, 2.0], [-2.0, 0.8, -1.1], [-0.7, 0.0, -2.2], [-1.1, -1.8, -0.9], [0.2, -0.1, -0.2], [-0.5, -1.8, 0.8], [0.1, 0.3, -0.1], [0.0, -0.1, 0.0], [-0.3, 0.1, 0.3], [1.4, 0.1, -1.5], [-2.8, 4.1, 1.0], [1.5, -3.2, -1.4], [0.0, -0.3, -0.1], [-0.4, 0.0, 0.7], [0.1, 0.8, -0.1], [0.0, 0.4, 0.1], [0.1, 0.1, 0.0], [-0.1, 0.1, -0.1], [0.2, 0.0, 0.1], [0.3, 0.0, 0.2], [0.0, 0.0, 0.1], [0.1, 0.0, 0.0], [0.2, 0.0, 0.2], [0.2, -0.1, 0.1], [-0.2, 0.0, 0.0], [-0.2, 0.2, 0.3], [0.0, 0.0, 0.1], [0.1, -0.3, 0.1], [-0.2, -0.4, 0.1], [-0.2, -0.1, 0.0], [-0.1, 0.1, -0.2], [0.2, 0.1, -0.4], [0.3, -0.1, -0.2], [-0.3, -0.1, 0.0], [0.8, -0.1, 1.8], [-0.1, 0.0, -0.3], [0.0, 0.0, 0.0], [0.3, 0.1, 0.0], [-1.9, -0.8, -0.3], [2.2, 3.0, -3.5], [-2.0, -1.4, 2.9], [-0.2, 0.0, 0.2], [0.8, 0.2, 0.1], [-0.1, 0.1, -0.8], [0.1, 0.0, -0.4], [0.0, -0.1, -0.1], [0.0, 0.2, -0.1], [0.0, -0.3, 0.0], [0.1, -0.3, -0.1], [0.1, 0.0, 0.0], [0.0, -0.1, 0.0], [0.2, -0.3, -0.1], [0.1, -0.3, 0.0], [0.1, 0.2, 0.0], [0.5, 0.1, 0.0], [0.1, 0.0, 0.0], [0.1, -0.2, 0.3], [0.2, 0.1, 0.4], [0.0, 0.2, 0.1], [-0.1, 0.2, -0.1], [-0.4, -0.1, -0.1], [-0.3, -0.2, 0.0]], "e_lumo_ev": -2.3, "total_charge": 0, "orbital_gap_ev": 6.6, "multiplicity": 3}

(2)
{"formula": "C19H41Cl12N4", "method": "ωB97M-V/def2-TZVPD", "elements": ["C", "C", "C", "N", "C", "C", "C", "N", "C", "N", "N", "H", "H", "H", "H", "H", "H", "H", "H", "H", "H", "H", "H", "H", "H", "H", "H", "H", "Cl", "C", "C", "Cl", "H", "H", "H", "H", "Cl", "C", "C", "Cl", "H", "H", "H", "H", "Cl", "C", "C", "Cl", "H", "H", "H", "H", "Cl", "C", "C", "Cl", "H", "H", "H", "H", "Cl", "C", "C", "Cl", "H", "H", "H", "H", "Cl", "C", "C", "Cl", "H", "H", "H", "H"], "coordinates": [[2.200, 4.668, 3.216], [1.558, 4.439, 1.837], [2.100, 3.235, 1.063], [2.929, 3.650, -0.079], [4.225, 4.097, 0.289], [5.242, 2.967, 0.594], [6.729, 3.310, 0.463], [7.002, 4.601, -0.289], [6.013, 5.447, -0.404], [6.171, 6.770, -0.070], [4.808, 4.940, -0.827], [1.489, 4.524, 4.022], [2.601, 5.673, 3.316], [3.015, 3.967, 3.398], [0.490, 4.300, 1.971], [1.685, 5.324, 1.220], [2.642, 2.574, 1.747], [1.274, 2.670, 0.646], [3.010, 2.891, -0.747], [4.098, 4.740, 1.160], [4.985, 2.099, -0.007], [5.086, 2.676, 1.630], [7.203, 3.447, 1.428], [7.264, 2.515, -0.043], [7.836, 5.069, 0.058], [6.238, 7.493, -0.766], [6.108, 7.047, 0.895], [5.010, 4.256, -1.557], [0.342, -1.122, -2.994], [0.712, -1.278, -1.254], [1.427, -0.066, -0.726], [3.088, 0.074, -1.391], [1.292, -2.185, -1.118], [-0.240, -1.384, -0.737], [1.522, -0.143, 0.355], [0.894, 0.847, -0.978], [-2.910, -0.873, -0.704], [-3.958, -0.833, -2.157], [-3.441, 0.103, -3.212], [-3.531, 1.813, -2.702], [-4.950, -0.548, -1.818], [-4.002, -1.857, -2.525], [-4.050, 0.001, -4.108], [-2.403, -0.109, -3.456], [-5.787, -3.724, -2.494], [-6.085, -3.716, -0.732], [-7.259, -4.578, -0.355], [-8.800, -3.898, -0.935], [-6.239, -2.684, -0.425], [-5.178, -4.093, -0.260], [-7.322, -4.642, 0.730], [-7.162, -5.579, -0.766], [-2.773, -5.414, -1.952], [-1.759, -4.302, -2.903], [-0.363, -4.825, -3.108], [0.573, -4.809, -1.585], [-1.750, -3.341, -2.396], [-2.248, -4.186, -3.870], [0.168, -4.181, -3.807], [-0.368, -5.841, -3.492], [-5.308, -0.074, 3.763], [-5.102, 1.294, 2.641], [-6.236, 1.404, 1.657], [-6.240, 0.044, 0.503], [-4.154, 1.159, 2.127], [-5.059, 2.200, 3.243], [-6.125, 2.316, 1.073], [-7.202, 1.415, 2.154], [0.477, -6.929, 4.018], [0.507, -6.893, 2.236], [1.740, -6.213, 1.702], [1.740, -4.461, 2.053], [-0.395, -6.391, 1.898], [0.490, -7.926, 1.893], [1.772, -6.323, 0.620], [2.645, -6.632, 2.131]], "atomic_forces_ev_per_a": [[0.1, 0.0, -0.1], [0.1, 0.0, 0.3], [-0.1, 0.3, -0.1], [0.2, -0.3, -0.1], [-0.1, 0.2, 0.3], [-0.1, 0.2, 0.3], [0.0, -0.3, -0.9], [0.1, 0.4, 2.1], [-0.3, 0.3, -0.5], [0.4, -0.3, 0.0], [0.0, -0.3, -0.5], [-0.1, 0.0, 0.1], [0.0, 0.1, 0.0], [0.1, 0.0, 0.0], [-0.1, 0.1, 0.0], [-0.1, 0.1, -0.2], [0.0, -0.2, 0.0], [-0.1, -0.1, -0.1], [-0.1, -0.1, 0.0], [0.2, 0.2, 0.0], [0.0, 0.0, -0.2], [-0.1, -0.2, 0.1], [0.0, 0.2, 0.1], [0.1, -0.1, -0.1], [0.2, -0.2, -0.4], [-0.7, 0.0, -0.1], [0.4, 0.0, 0.1], [-0.1, 0.1, -0.1], [0.0, 0.0, 0.0], [0.0, -0.1, 0.1], [-0.1, 0.0, 0.1], [0.0, 0.1, 0.0], [0.0, 0.0, 0.0], [0.0, 0.0, 0.0], [0.0, 0.0, 0.0], [0.0, 0.0, -0.1], [0.1, 0.0, 0.0], [0.0, -0.1, 0.1], [0.1, 0.0, 0.0], [0.0, 0.0, 0.0], [0.0, 0.0, 0.0], [0.1, 0.2, -0.1], [0.0, 0.0, 0.0], [0.0, 0.0, 0.0], [-0.2, 0.0, -0.1], [0.1, 0.1, 0.1], [0.0, 0.0, 0.0], [0.0, 0.0, 0.0], [0.0, 0.0, 0.0], [0.0, 0.0, 0.0], [0.0, 0.0, 0.0], [0.0, 0.0, 0.0], [0.1, -0.1, 0.1], [-0.2, 0.1, -0.1], [0.0, 0.0, -0.1], [0.0, -0.1, 0.0], [0.0, 0.0, 0.1], [0.0, 0.0, 0.0], [0.0, 0.0, 0.0], [0.0, 0.0, 0.1], [0.0, 0.0, 0.0], [0.0, 0.0, 0.0], [0.0, 0.1, 0.0], [-0.1, 0.0, 0.0], [0.0, 0.0, 0.0], [0.0, 0.0, 0.0], [0.0, 0.0, 0.0], [0.0, 0.0, 0.0], [0.0, 0.0, 0.0], [0.0, 0.0, 0.0], [0.0, -0.1, -0.1], [0.0, 0.0, 0.0], [0.0, 0.0, 0.0], [0.0, 0.0, 0.0], [0.0, 0.0, 0.0], [0.0, 0.0, 0.0]], "e_lumo_ev": -4.3, "total_charge": 1, "orbital_gap_ev": 7.5, "multiplicity": 1}

(3)
{"formula": "C19H41FO5Si", "method": "ωB97M-V/def2-TZVPD", "elements": ["C", "C", "C", "F", "Si", "O", "C", "C", "C", "O", "C", "H", "H", "H", "H", "H", "H", "H", "H", "H", "H", "H", "H", "H", "H", "H", "H", "H", "C", "C", "C", "O", "C", "H", "H", "H", "H", "H", "H", "H", "H", "C", "C", "C", "O", "C", "H", "H", "H", "H", "H", "H", "H", "H", "C", "C", "C", "O", "C", "H", "H", "H", "H", "H", "H", "H", "H"], "coordinates": [[3.016, -1.156, -1.650], [4.490, -0.848, -1.925], [4.719, -0.208, -3.273], [4.003, 0.998, -3.323], [6.520, 0.142, -3.772], [6.456, 1.211, -5.044], [7.592, 0.881, -2.431], [7.689, 0.090, -1.108], [9.135, -0.129, -0.675], [9.942, -0.758, -1.643], [9.609, -2.105, -1.873], [2.480, -0.253, -1.368], [2.904, -1.875, -0.843], [2.539, -1.550, -2.549], [5.066, -1.777, -1.871], [4.872, -0.205, -1.130], [4.287, -0.868, -4.034], [7.149, -1.099, -4.285], [6.960, 2.000, -4.857], [8.596, 0.931, -2.863], [7.293, 1.914, -2.240], [7.196, -0.879, -1.162], [7.218, 0.660, -0.308], [9.141, -0.708, 0.258], [9.610, 0.830, -0.470], [8.636, -2.218, -2.360], [10.364, -2.516, -2.538], [9.604, -2.677, -0.940], [-1.868, -1.674, 1.150], [-1.458, -2.802, 0.206], [-0.162, -2.253, -0.376], [0.429, -1.449, 0.648], [-0.518, -1.226, 1.695], [-2.555, -1.989, 1.934], [-2.340, -0.875, 0.583], [-1.262, -3.718, 0.769], [-2.203, -3.020, -0.557], [-0.355, -1.624, -1.252], [0.545, -3.033, -0.662], [-0.223, -1.816, 2.571], [-0.496, -0.170, 1.968], [-6.633, 0.859, -0.659], [-5.680, 1.829, 0.036], [-4.613, 0.881, 0.560], [-4.545, -0.206, -0.370], [-5.663, -0.149, -1.260], [-7.268, 1.330, -1.409], [-7.278, 0.373, 0.077], [-5.250, 2.520, -0.692], [-6.148, 2.407, 0.830], [-4.884, 0.487, 1.546], [-3.628, 1.345, 0.634], [-5.315, 0.175, -2.247], [-6.086, -1.149, -1.355], [-8.155, 2.641, 5.154], [-7.996, 1.161, 4.812], [-7.925, 1.204, 3.292], [-7.313, 2.452, 2.957], [-7.258, 3.294, 4.111], [-7.863, 2.890, 6.173], [-9.192, 2.952, 5.011], [-7.060, 0.778, 5.224], [-8.809, 0.536, 5.176], [-8.925, 1.168, 2.846], [-7.328, 0.395, 2.868], [-6.221, 3.351, 4.460], [-7.584, 4.296, 3.831]], "atomic_forces_ev_per_a": [[0.1, 0.2, -0.1], [-0.2, -0.2, 0.3], [0.3, -0.3, 0.0], [-0.1, 0.2, 0.0], [0.0, 0.3, -0.2], [0.0, -0.3, 0.2], [0.1, -0.2, 0.1], [0.3, 0.2, -0.1], [-0.1, 0.0, 0.2], [0.1, 0.1, -0.1], [0.0, 0.0, 0.0], [-0.1, 0.0, 0.0], [0.0, 0.0, 0.1], [0.0, -0.1, 0.0], [0.1, 0.0, -0.1], [0.1, 0.1, 0.0], [-0.1, 0.1, -0.1], [-0.1, -0.2, 0.2], [0.1, 0.4, -0.2], [0.0, 0.0, -0.1], [-0.1, 0.0, 0.0], [-0.1, 0.0, 0.0], [-0.2, -0.1, 0.1], [0.1, -0.1, 0.0], [0.0, 0.1, 0.0], [-0.1, 0.0, 0.0], [0.1, 0.0, 0.0], [0.0, 0.0, 0.1], [0.1, 0.0, 0.0], [0.0, 0.0, 0.0], [0.0, 0.0, 0.0], [0.0, 0.0, 0.0], [0.0, 0.0, 0.0], [0.0, 0.0, 0.0], [0.0, 0.0, 0.0], [0.0, 0.0, 0.0], [0.0, 0.0, 0.0], [0.0, 0.0, 0.0], [0.0, 0.0, 0.0], [0.0, 0.0, 0.0], [0.0, 0.0, 0.0], [0.0, 0.0, 0.0], [0.0, 0.1, 0.0], [0.0, 0.0, 0.0], [0.0, 0.0, 0.0], [0.0, 0.0, 0.0], [0.0, 0.0, 0.0], [0.0, 0.0, 0.0], [0.0, 0.0, 0.0], [0.0, 0.0, 0.0], [0.0, 0.0, 0.0], [0.0, 0.0, 0.0], [0.0, 0.0, 0.0], [0.0, 0.0, 0.0], [0.0, 0.0, 0.0], [0.0, 0.0, 0.0], [0.0, 0.0, 0.0], [0.0, 0.0, 0.0], [0.0, 0.0, 0.0], [0.0, 0.0, 0.0], [0.0, 0.0, 0.0], [0.0, 0.0, 0.0], [0.0, 0.0, 0.0], [0.0, 0.0, 0.0], [0.0, 0.0, 0.0], [0.0, 0.0, 0.0], [0.0, 0.0, 0.0]], "e_lumo_ev": 0.8, "total_charge": 0, "smiles": "CC[C@@H](F)[Si@@H](O)CCCOC.C1CCOC1.C1CCOC1.C1CCOC1", "orbital_gap_ev": 10.1, "multiplicity": 1}